57
Properties=species:S:1:pos:R:3 method="wB97M-V/def2-TZVPD" de_lowest_kcal_mol=91.0 orbital_gap_ev=10.0
C -0.069 -0.215 0.475
N -1.424 0.320 0.820
C -1.684 1.693 0.191
C -1.580 0.440 2.223
O -0.089 -1.773 0.493
H 0.217 -0.149 -0.601
H -1.362 1.849 -0.879
H -1.231 2.545 0.676
H -2.774 1.835 0.270
H -2.125 1.239 2.633
H -0.638 0.593 2.834
H -2.107 -0.390 2.740
H 1.873 -3.627 -2.421
H 1.564 -3.008 -1.186
O 1.934 -2.719 -2.110
H -3.024 -1.079 -0.018
H -3.672 -2.094 -0.908
O -3.310 -2.026 -0.044
H 0.802 3.481 1.801
H 1.921 2.517 1.599
O 1.273 2.801 2.246
H 4.003 0.742 -0.167
H 2.513 0.503 0.105
O 3.059 1.159 -0.152
H -2.392 -2.788 1.480
H -4.215 -1.558 1.508
O -3.934 -0.908 2.238
H 2.389 3.507 -1.587
H 2.867 2.890 -0.286
O 2.787 3.750 -0.747
H -0.971 -2.213 -1.030
H -1.548 -3.524 -1.777
O -1.030 -2.693 -1.886
H 0.586 4.408 -0.588
H 1.520 4.950 0.326
O 0.605 4.589 0.367
H 1.408 -1.661 1.906
H 2.712 -1.177 2.756
O 2.405 -1.755 2.049
H 1.195 -1.665 -3.264
H -0.358 -1.393 -3.357
O 0.487 -0.951 -3.572
H 3.992 -1.112 0.681
H 5.004 -0.955 -0.418
O 4.755 -0.606 0.439
H -4.165 0.063 2.076
H 0.791 0.894 1.927
O 0.986 0.271 1.192
H -0.582 -2.237 1.174
H -2.025 -2.756 3.004
O -1.760 -3.067 2.157
H -2.224 -1.621 -2.539
H -2.745 -0.192 -2.385
O -3.078 -1.028 -2.530
H 1.133 1.289 -3.046
H 0.611 2.411 -3.894
O 0.720 2.198 -2.998